Computed, not measured: a cluster of 2 separate species, C8H17NO4S in total, with ωB97M-V with the def2-TZVPD basis set.

Last column: Mulliken charge in e.
Cartesian coordinates (Å):
C1 -1.6050 3.3510 3.9961  -1.460
C2 -1.4847 2.6181 2.6604  -0.211
C3 -0.7351 1.2930 2.8677  -0.739
N1 0.3660 1.1027 1.9252  -0.360
C4 0.0010 0.6492 0.6459  0.051
C5 -0.9456 -0.5027 0.4294  -0.570
O1 -0.8522 -0.5281 -1.0137  -0.370
C6 -0.8373 0.8033 -1.3657  0.533
O2 -0.9691 1.1583 -2.4335  -0.433
O3 -0.6098 1.5734 -0.2746  -0.404
H1 -1.7760 2.6381 4.7907  0.381
H2 -0.6744 3.8454 4.2274  0.365
H3 -2.4199 4.0611 4.0048  0.382
H4 -2.4860 2.3942 2.3221  0.302
H5 -0.9584 3.2462 1.9596  0.273
H6 -0.2870 1.3522 3.8485  0.570
H7 -1.4401 0.4615 2.9123  0.268
H8 1.0751 0.5042 2.3113  0.318
H9 0.9269 0.3454 0.1517  0.419
H10 -0.7915 -1.4212 0.9601  0.314
H11 -1.9352 -0.0748 0.5728  0.387
C7 1.5176 -1.6109 -3.2484  -0.586
S1 1.4331 -3.3164 -2.6899  0.546
O4 2.5107 -3.5034 -1.6829  -0.631
C8 2.0123 -4.0425 -4.2301  -0.930
H12 1.2313 -0.9725 -2.4175  -0.117
H13 2.5362 -1.3779 -3.5608  0.398
H14 0.8220 -1.4630 -4.0743  0.351
H15 2.9974 -3.6456 -4.4765  0.289
H16 1.3019 -3.8183 -5.0260  0.334
H17 2.0758 -5.1199 -4.0920  0.329

Properties
Kohn-Sham gap   9.56 eV
Relative energy (zero: lowest compared OMol25 entry of this formula, charge and spin)   24.1 kJ/mol
Strongest force on any atom   0.112 Eh/bohr
Lowest unoccupied orbital energy   0.67 eV
Highest occupied orbital energy   -8.890 eV